# 1
Density functional theory data (wB97M-V/def2-TZVPD) for C14H23GaI2InNO3S2 as an isolated structure at a distorted geometry.

Last column: Löwdin charge in e.
Geometry (Å):
I1 0.31 -1.43 2.42  0.783
I2 2.80 3.99 -1.74  0.916
Ga1 0.97 2.12 -1.49  -0.366
In1 0.24 -0.06 0.08  -0.113
S1 0.67 2.31 0.99  0.862
S2 2.49 0.41 -0.47  0.806
C1 -2.06 0.13 0.10  0.044
C2 -0.62 3.33 1.66  -0.885
C3 3.33 -0.83 -1.42  -0.876
C4 -0.04 4.72 1.43  -0.067
C5 -2.00 3.19 1.03  -0.055
C6 -0.63 2.96 3.11  -0.076
C7 4.65 -0.13 -1.67  -0.087
C8 2.66 -1.21 -2.73  -0.062
C9 3.49 -2.03 -0.51  -0.070
C10 -0.59 3.18 -1.94  -0.018
C11 0.97 1.47 -3.33  -0.005
O1 -3.22 0.05 0.30  0.224
O2 -1.42 3.93 -2.25  0.326
O3 1.08 1.25 -4.46  0.326
H1 0.07 4.97 0.36  0.083
H2 0.96 4.81 1.89  0.119
H3 -0.71 5.46 1.90  0.147
H4 -2.01 2.76 0.03  0.027
H5 -2.46 4.20 0.97  0.138
H6 -2.66 2.58 1.69  0.122
H7 -0.91 1.90 3.26  0.091
H8 -1.36 3.58 3.65  0.139
H9 0.36 3.11 3.58  0.119
H10 5.30 -0.77 -2.26  0.137
H11 5.16 0.10 -0.71  0.117
H12 4.51 0.83 -2.20  0.089
H13 2.85 -2.28 -2.93  0.131
H14 3.12 -0.64 -3.58  0.119
H15 1.58 -1.05 -2.75  0.039
H16 4.12 -2.78 -1.01  0.135
H17 2.52 -2.50 -0.25  0.076
H18 3.99 -1.74 0.44  0.116
C12 -2.67 -4.22 -0.48  0.011
C13 -1.29 -4.18 -1.21  -0.139
C14 -0.72 -2.97 -1.12  -0.138
N1 -0.24 -1.92 -0.98  0.118
H19 -2.53 -3.94 0.54  0.082
H20 -3.09 -5.18 -0.54  0.095
H21 -3.32 -3.51 -0.95  0.087
H22 -0.63 -4.91 -0.75  0.164
H23 -1.41 -4.44 -2.25  0.168

HOMO-LUMO gap (spin up / spin down), eV: 4.6825 / 3.2414
LUMO energy (spin up / spin down), eV: -17.50 / -17.89
Charge: +4

***

# 2
Density functional theory data (wB97M-V/def2-TZVPD) for C14H23LaO as an isolated structure at a distorted geometry.

Last column: Löwdin charge in e.
Geometry (Å):
C1 1.55 2.25 0.12  -0.341
H1 2.28 2.60 0.81  0.072
H2 1.91 1.63 -0.72  0.072
H3 1.45 0.38 2.03  0.019
C2 0.34 3.17 -0.03  -0.468
H4 -0.59 2.69 -0.49  0.074
H5 0.00 3.52 1.02  0.134
C3 0.63 4.40 -0.92  -0.052
H6 -0.27 5.01 -0.94  0.088
H7 1.49 4.94 -0.50  0.103
H8 0.86 4.03 -1.94  0.105
C4 -0.89 -1.88 0.73  -0.229
C5 -1.57 -1.21 -0.30  -0.209
C6 -0.63 -0.86 -1.32  -0.234
C7 0.64 -1.31 -0.88  -0.200
C8 0.46 -1.94 0.39  -0.199
C9 1.53 -2.62 1.22  0.007
C10 1.89 -1.29 -1.71  0.030
C11 -0.94 -0.21 -2.63  0.012
C12 -3.01 -0.75 -0.24  0.009
C13 -1.53 -2.34 2.02  0.026
La1 -0.07 1.02 0.87  1.738
H9 2.73 -1.77 -1.20  0.096
H10 1.75 -1.81 -2.67  0.124
H11 2.19 -0.26 -1.94  0.092
H12 2.53 -2.48 0.79  0.089
H13 1.55 -2.23 2.25  0.089
H14 1.35 -3.71 1.30  0.122
H15 -2.18 -1.59 2.45  0.094
H16 -2.13 -3.22 1.82  0.121
H17 -0.78 -2.60 2.77  0.092
H18 -3.23 0.09 -0.91  0.093
H19 -3.67 -1.59 -0.52  0.130
H20 -3.31 -0.45 0.79  0.103
H21 -0.28 0.64 -2.85  0.099
H22 -0.83 -0.93 -3.45  0.123
H23 -1.97 0.17 -2.66  0.090
O1 0.38 -0.01 4.23  0.136
C14 0.38 0.51 3.21  -0.249

HOMO-LUMO gap (spin up / spin down), eV: 4.2233 / 5.2848
LUMO energy (spin up / spin down), eV: -10.90 / -10.28
Charge: +2

***

# 3
Density functional theory data (wB97M-V/def2-TZVPD) for C14H23MoN4O7PSTe as an isolated structure at a distorted geometry.

Last column: Löwdin charge in e.
Geometry (Å):
Mo1 0.01 0.20 0.93  1.122
C1 -1.12 -1.01 4.51  0.035
C2 0.23 -0.46 4.16  -0.316
N1 0.60 -0.05 2.97  -0.020
C3 1.97 0.26 3.09  -0.106
C4 2.40 -0.01 4.36  -0.030
N2 1.27 -0.42 5.01  0.218
C5 3.67 0.15 5.13  -0.431
O1 4.79 0.34 4.44  0.201
O2 3.58 0.05 6.33  0.172
C6 2.66 0.64 1.87  -0.498
O3 3.85 0.69 1.70  0.170
O4 1.78 0.86 0.88  -0.226
H1 -1.29 -1.86 3.83  0.094
H2 -1.93 -0.28 4.41  0.096
H3 -1.15 -1.25 5.59  0.108
H4 1.19 -0.54 6.02  0.196
H5 4.60 0.45 3.52  0.070
C7 -1.30 -1.93 -2.72  -0.013
N3 0.02 -2.06 -2.13  -0.150
C8 1.19 -1.97 -2.99  -0.062
C9 2.34 -1.53 -2.00  -0.051
N4 1.72 -2.08 -0.80  0.061
C10 0.39 -2.06 -0.90  -0.716
S1 -0.75 -2.01 0.45  0.696
H6 -1.30 -0.97 -3.32  0.119
H7 -2.10 -1.93 -2.01  0.062
H8 -1.43 -2.72 -3.48  0.124
H9 0.95 -1.36 -3.87  0.135
H10 1.28 -3.00 -3.47  0.167
H11 2.44 -0.42 -1.96  0.129
H12 3.26 -2.02 -2.21  0.124
H13 2.13 -1.99 0.09  0.120
C11 -4.95 -0.22 -1.74  -0.069
C12 -4.12 1.01 -1.59  -0.243
O5 -2.71 0.62 -1.62  -0.276
P1 -1.49 1.51 -1.30  0.175
O6 -0.33 0.53 -1.18  -0.507
Te1 -1.78 2.20 1.08  0.752
O7 -1.35 2.59 -2.39  -0.207
C13 -0.04 3.31 -2.69  -0.147
C14 1.17 2.46 -3.03  -0.047
H14 -6.05 -0.07 -1.47  0.125
H15 -4.60 -1.00 -1.07  0.078
H16 -4.97 -0.57 -2.75  0.073
H17 -4.34 1.46 -0.61  0.093
H18 -4.46 1.66 -2.40  0.135
H19 0.07 3.97 -1.88  0.107
H20 -0.33 3.94 -3.53  0.130
H21 1.37 1.86 -2.17  0.033
H22 2.00 3.16 -3.20  0.110
H23 0.97 1.86 -3.89  0.082

Spin multiplicity: 3
HOMO-LUMO gap (spin up / spin down), eV: 7.3444 / 7.8612
LUMO energy (spin up / spin down), eV: -7.97 / -7.61
Expectation value of S²: 2.036
Charge: +2

***

# 4
Density functional theory data (wB97M-V/def2-TZVPD) for a 2-piece molecular cluster, C14H23N2O7 overall at a distorted geometry.

Last column: Löwdin charge in e.
Geometry (Å):
C1 4.73 -1.24 1.37  -0.094
C2 3.50 -2.11 1.25  -0.269
O1 2.85 -1.85 -0.01  -0.070
C3 1.71 -2.61 -0.15  -0.536
C4 0.92 -2.09 -1.27  -0.055
C5 0.07 -2.96 -2.00  -0.553
C6 -0.55 -2.33 -3.23  -0.063
O2 -0.13 -4.15 -1.67  -0.049
O3 1.47 -3.52 0.61  0.053
H1 5.20 -1.41 2.34  0.063
H2 5.47 -1.47 0.60  0.072
H3 4.45 -0.18 1.31  0.053
H4 3.77 -3.17 1.34  0.116
H5 2.77 -1.86 2.04  0.120
H6 1.23 -1.14 -1.70  0.073
H7 0.15 -1.62 -3.69  0.060
H8 -0.79 -3.13 -3.94  0.062
H9 -1.49 -1.82 -2.96  0.062
C7 -5.72 0.53 0.51  -0.054
C8 -4.54 -0.39 0.76  -0.396
C9 -4.64 -1.09 2.08  -0.052
O4 -3.28 0.40 0.63  0.012
C10 -2.18 -0.36 0.46  -0.486
N1 -1.08 0.57 0.25  0.132
N2 0.07 0.19 0.53  0.168
C11 1.11 1.23 0.52  -0.473
O5 2.23 0.91 0.90  0.100
O6 0.74 2.42 0.07  0.028
C12 1.87 3.38 -0.05  -0.392
C13 1.28 4.76 -0.24  -0.054
C14 2.78 3.00 -1.18  -0.046
O7 -2.14 -1.57 0.39  0.140
H10 -6.63 -0.08 0.53  0.079
H11 -5.84 1.29 1.31  0.086
H12 -5.69 1.00 -0.48  0.084
H13 -4.49 -1.12 -0.06  0.147
H14 -5.57 -1.67 2.12  0.088
H15 -3.81 -1.79 2.21  0.085
H16 -4.67 -0.37 2.90  0.091
H17 2.40 3.32 0.92  0.147
H18 2.10 5.48 -0.31  0.082
H19 0.72 4.81 -1.19  0.090
H20 0.65 5.07 0.60  0.082
H21 3.58 3.73 -1.27  0.087
H22 3.22 2.01 -1.01  0.086
H23 2.20 3.01 -2.12  0.098

HOMO-LUMO gap, eV: 4.8678
LUMO energy, eV: 1.99
Charge: -1

***

# 5
Density functional theory data (wB97M-V/def2-TZVPD) for C14H23N2OsPSe as an isolated structure at a distorted geometry.

Last column: Löwdin charge in e.
Geometry (Å):
C1 -0.12 -1.93 -3.36  0.006
C2 -1.03 -0.91 -3.09  -0.004
C3 -0.83 0.00 -2.05  -0.252
C4 0.30 -0.13 -1.21  -0.245
C5 1.21 -1.18 -1.48  -0.292
C6 1.02 -2.04 -2.57  0.001
C7 -1.82 1.10 -1.91  -0.127
C8 -2.44 1.34 -0.53  -0.170
N1 -1.70 0.73 0.63  -0.412
Os1 0.50 1.02 0.47  1.218
C9 2.35 -1.40 -0.54  -0.254
P1 1.80 -0.67 1.08  0.668
H1 -1.93 -0.80 -3.70  0.133
H2 1.77 -2.81 -2.74  0.131
H3 -0.29 -2.61 -4.18  0.133
H4 3.26 -0.88 -0.87  0.119
H5 2.57 -2.46 -0.38  0.113
H6 -1.39 2.04 -2.26  0.132
H7 -2.65 0.86 -2.58  0.128
H8 -2.52 2.42 -0.35  0.115
C10 3.39 -0.48 1.93  -0.220
C11 1.05 -2.12 1.89  -0.203
H9 -3.44 0.88 -0.48  0.140
C12 -2.10 -0.69 0.76  -0.050
C13 -2.11 1.46 1.85  -0.081
H10 2.03 1.63 0.77  0.011
H11 -3.19 -0.71 0.92  0.113
H12 -1.88 -1.24 -0.17  0.101
H13 -1.59 -1.15 1.61  0.086
H14 -3.13 1.14 2.11  0.114
H15 -1.41 1.23 2.65  0.090
H16 -2.12 2.53 1.64  0.077
H17 1.84 -2.86 2.05  0.075
H18 0.63 -1.82 2.85  0.065
H19 0.28 -2.54 1.25  0.057
H20 3.87 -1.46 1.92  0.077
H21 4.00 0.26 1.40  0.066
H22 3.20 -0.16 2.96  0.069
H23 1.61 1.56 1.61  0.006
Se1 0.77 5.74 1.05  1.078
C14 0.32 4.11 0.66  -0.722
N2 -0.04 2.99 0.36  -0.086

Spin multiplicity: 5
HOMO-LUMO gap (spin up / spin down), eV: 8.0465 / 4.8787
LUMO energy (spin up / spin down), eV: -6.23 / -10.32
Expectation value of S²: 6.037
Charge: +2

***

- Which formula does entry 4 have?
  C14H23N2O7